[1]
Molecular formula: C18H24N4O7S
Method: DFT, ωB97M-V/def2-TZVPD

Results
- SMILES: COc1cc(NC(=O)Cn2cnc(S(=O)(=O)N3CCOCC3)c2)cc(OC)c1OC
- Kohn-Sham gap: 8.24 eV
- Highest occupied orbital energy: -7.941 eV

```
54
Properties=species:S:1:pos:R:3:forces:R:3
H -0.785 2.945 3.948 -0.022 -0.143 0.043
H -2.849 0.384 -2.005 -0.090 0.235 0.080
C -0.936 -1.477 -3.181 0.218 -0.244 0.009
C 0.346 0.010 -3.983 -0.195 0.062 -0.053
C 0.338 -1.956 -3.052 -0.333 -0.317 -0.003
H -1.877 -2.954 0.181 -0.021 -0.018 0.223
N 1.158 -1.002 -3.580 -0.482 -0.170 -0.307
H 2.320 -2.630 2.522 0.024 0.036 0.009
H -4.071 -0.187 -0.837 0.065 0.023 -0.053
C 2.191 -0.267 1.000 0.117 -0.225 -0.014
H -2.909 1.741 0.191 0.046 -0.016 -0.101
C -0.269 4.112 0.732 -0.030 0.175 -0.168
O -3.552 -1.947 -3.175 0.252 0.318 0.029
C 2.843 -0.794 -1.877 0.011 0.142 -0.656
C 0.689 2.051 1.465 0.091 -0.181 0.187
C -2.995 -0.063 -1.022 -0.121 0.568 0.087
H -1.498 1.434 3.325 0.041 0.011 0.009
S -2.363 -2.216 -2.428 0.307 0.294 0.360
H 2.776 -1.146 0.799 0.040 -0.065 0.035
H 0.709 0.901 -4.457 0.204 0.186 -0.108
O 3.508 -1.583 -1.251 0.123 -0.237 0.150
N 2.190 0.283 -1.382 -0.065 0.466 -0.045
H -0.907 3.678 -0.044 0.042 -0.002 0.015
C 2.583 -0.962 -3.395 0.468 -0.150 0.389
H 2.844 -2.342 4.200 0.020 -0.006 -0.088
H -1.318 0.998 -0.186 -0.127 0.028 -0.008
C -1.781 -1.091 1.314 0.034 -0.303 -0.168
H -3.460 -2.206 0.532 0.083 -0.025 0.003
C -0.773 1.856 4.026 -0.386 0.153 0.194
H 3.042 -1.899 -3.719 -0.038 0.175 0.062
H -0.799 4.934 1.211 0.026 -0.027 -0.088
C 1.728 0.018 2.277 -0.291 0.379 0.068
H -1.033 1.560 5.042 -0.034 0.009 -0.049
C -2.412 -2.009 0.265 0.128 -0.255 0.452
H 0.696 -2.877 -2.645 0.175 -0.216 0.157
H 3.009 -0.132 -3.964 -0.073 -0.067 0.005
H 0.652 4.495 0.280 -0.041 -0.034 0.000
H 0.916 2.395 -0.645 -0.056 0.098 -0.072
O 0.523 1.332 3.805 0.435 0.116 -0.250
N -0.913 -0.246 -3.757 -0.492 0.327 -0.135
H 3.769 -1.640 2.849 -0.041 -0.010 -0.004
C 2.769 -1.903 3.206 0.141 -0.207 -0.040
N -2.318 -1.337 -1.010 -0.162 -0.561 -0.727
C 0.944 1.163 2.520 -0.060 -0.139 0.094
C 1.133 1.738 0.184 0.089 0.057 -0.084
O -2.020 -3.572 -2.115 0.224 0.069 0.141
O -2.424 0.166 1.334 -0.209 0.066 0.161
H 1.735 0.891 -2.051 0.061 -0.249 0.085
H -1.893 -1.504 2.317 0.055 -0.056 -0.073
O 1.958 -0.763 3.360 -0.192 0.337 -0.091
O 0.003 3.194 1.761 0.192 -0.435 0.222
H -0.712 -0.956 1.088 -0.045 -0.042 0.027
C -2.368 0.800 0.077 -0.024 0.000 -0.374
C 1.862 0.580 -0.047 -0.080 0.071 0.464
```
Positions in Å, forces in eV/Å.

These are the Löwdin partial charges, in e, on atoms 1 to 8:
1. H 0.09
2. H 0.11
3. C -0.32
4. C -0.16
5. C -0.02
6. H 0.12
7. N -0.08
8. H 0.10

=====

[2]
Molecular formula: C18H25AsBaBr2F6N4O2
Method: DFT, ωB97M-V/def2-TZVPD

Results
- Spin multiplicity: 2
- Kohn-Sham gap (spin up / spin down): 8.02 / 6.89 eV
- Charge: +1
- Highest occupied orbital energy (spin up / spin down): -11.354 / -12.332 eV

```
59
Properties=species:S:1:pos:R:3:forces:R:3
F -3.278 3.800 -0.378 -0.020 0.065 -0.013
C 2.124 0.190 3.074 0.004 0.010 -0.077
N 0.196 -0.366 -2.636 -0.125 0.137 0.095
C 1.331 -3.418 -4.351 0.135 -0.330 -0.452
H 3.621 1.768 1.503 -0.024 0.000 0.008
C -3.185 -1.404 2.048 -0.195 -0.052 0.057
C 0.440 1.997 3.260 0.199 0.001 -0.022
C -0.070 0.446 -3.644 0.066 -0.088 -0.260
H -3.723 -3.216 1.087 0.019 0.008 0.027
O -2.024 -1.190 1.736 0.014 0.051 0.065
H 1.947 -5.251 -3.425 0.000 0.002 -0.034
H -3.209 -0.048 3.709 0.038 -0.021 -0.032
C -4.086 -2.187 1.139 0.019 -0.029 -0.104
H -5.120 -2.191 1.473 0.001 -0.005 0.014
H 2.853 -0.351 -0.161 -0.001 0.005 0.001
H 3.793 -0.639 2.070 0.003 -0.133 -0.088
H 1.924 2.563 -0.911 0.016 -0.025 -0.007
H -3.563 -1.736 4.095 -0.040 -0.023 -0.016
H 2.724 1.067 3.323 -0.012 0.002 -0.006
H -4.801 -0.755 3.312 -0.004 0.018 0.007
H -4.028 -1.774 0.131 0.023 0.040 0.023
C -3.730 -0.939 3.365 0.055 0.053 0.014
H 0.795 3.999 2.610 -0.018 0.005 -0.024
H 2.782 3.619 0.207 -0.034 0.027 -0.035
F -4.651 1.711 -0.146 -0.082 -0.013 0.016
H 0.741 2.221 4.292 -0.113 -0.034 0.042
H 2.279 -1.497 1.726 0.001 -0.004 0.018
C 2.217 2.680 0.137 0.049 -0.027 0.104
H -0.130 0.758 -5.777 -0.009 0.019 0.017
Br 1.665 -4.110 -6.070 -0.064 0.137 0.314
N 2.508 0.229 0.595 0.008 0.117 0.027
C 1.575 -4.249 -3.266 -0.041 0.137 -0.048
C 0.826 -2.473 -1.722 0.051 -0.087 -0.373
H 3.994 1.541 -0.176 -0.009 -0.009 -0.016
As -3.121 2.149 -0.745 0.448 -0.022 0.071
H 2.234 -0.485 3.926 -0.026 -0.012 -0.001
C 0.571 -1.193 -5.262 0.034 -0.079 -0.100
H -0.441 1.435 -3.400 -0.008 -0.014 0.072
Br 1.650 -4.915 -0.510 -0.047 0.166 -0.250
C 0.848 -2.078 -4.206 -0.026 0.083 0.206
O 0.551 -2.063 -0.593 0.209 -0.285 0.158
H 0.116 -0.004 3.423 0.008 -0.002 0.018
C 3.165 1.547 0.536 -0.089 0.011 -0.029
F -2.734 0.437 -1.052 -0.440 -0.076 -0.082
F -3.653 2.333 -2.347 0.031 -0.008 -0.107
N 0.727 0.603 2.890 -0.067 -0.020 -0.055
C 2.725 -0.507 1.851 0.001 0.148 0.103
C 0.103 0.065 -4.982 -0.006 0.015 0.064
C 1.159 3.001 2.359 -0.024 -0.065 0.012
H 0.721 -1.515 -6.283 -0.006 0.016 0.003
C 0.627 -1.606 -2.906 -0.050 0.035 0.120
H 0.348 3.387 0.521 0.008 0.006 -0.019
H -0.640 2.143 3.185 -0.007 0.013 -0.012
C 1.336 -3.803 -1.985 0.005 -0.087 0.383
F -1.411 2.398 -1.246 -0.196 0.192 -0.073
H 2.225 3.014 2.594 -0.008 -0.017 -0.011
F -2.411 1.870 0.870 -0.284 0.125 0.089
Ba -0.411 0.281 0.201 0.640 -0.075 0.277
N 0.982 2.709 0.931 -0.009 0.000 -0.077
```
Positions in Å, forces in eV/Å.

These are the Löwdin partial charges, in e, on atoms 1 to 8:
1. F -0.19
2. C -0.20
3. N 0.05
4. C -0.57
5. H 0.11
6. C -0.47
7. C -0.21
8. C -0.09

=====

[3]
Molecular formula: C18H25BCl3NO
Method: DFT, ωB97M-V/def2-TZVPD

Results
- Kohn-Sham gap: 7.54 eV
- Highest occupied orbital energy: -8.808 eV

```
49
Properties=species:S:1:pos:R:3:forces:R:3
H 1.729 0.752 8.176 -0.143 -0.360 -0.213
H 1.481 -6.425 4.145 -0.085 -0.022 0.196
C 0.752 -1.392 5.586 0.099 -1.769 -0.761
C 0.896 1.449 6.288 -0.065 -0.051 0.065
C -0.157 -3.409 4.442 -0.359 0.139 -0.927
H 1.093 -4.317 2.944 -0.118 -0.034 0.159
H 0.824 -1.284 2.988 -0.423 0.325 0.143
H 3.697 2.555 2.433 -0.131 -0.046 -0.013
H -0.465 -5.093 3.190 0.175 0.174 0.093
H 2.496 -1.005 6.764 -0.309 -0.092 -0.118
C 2.078 -4.892 5.534 0.074 -0.158 -0.268
Cl -2.503 -0.570 0.339 0.113 -0.070 0.211
H 0.966 -3.783 6.997 0.162 0.164 -0.210
H 1.840 1.570 5.741 -0.086 -0.118 0.063
H -1.123 -0.861 4.942 0.463 -0.037 -0.509
H 2.523 -3.060 6.514 -0.455 -0.041 -0.151
C 0.381 -4.634 3.717 0.040 0.204 -0.070
H 0.026 0.351 7.887 0.259 -0.026 0.031
H 2.787 0.326 3.141 0.015 0.209 -0.008
C -0.103 -0.441 4.781 -0.376 0.499 1.352
H -1.108 1.533 1.799 0.199 -0.015 0.291
H -0.341 1.736 4.544 -0.023 -0.354 0.049
Cl -2.901 -2.662 2.539 0.054 0.029 0.001
H -0.958 -3.714 5.135 0.311 0.171 0.086
H -1.168 1.031 5.925 0.223 0.162 -0.068
B -1.643 -1.482 1.723 0.259 -0.478 -0.551
C 2.634 2.348 2.346 -0.303 -0.146 -0.017
C 2.129 1.100 2.747 -0.412 0.448 0.018
C -0.072 1.777 2.022 0.109 0.206 0.175
H 2.978 -4.726 4.928 -0.165 -0.004 0.049
C 0.757 0.839 2.657 0.148 -0.105 0.288
C 1.397 -0.971 6.872 0.489 0.566 0.704
C 0.420 3.040 1.680 0.199 -0.518 0.035
C 1.016 0.415 7.410 -0.275 0.629 -0.413
C 1.624 -3.565 6.136 0.337 -0.604 0.596
O -1.126 -0.590 2.675 0.236 0.277 0.843
Cl -0.236 -2.567 0.980 -0.187 0.134 0.097
H 1.151 -1.664 7.691 0.136 -0.257 -0.532
N 0.876 -2.689 5.228 -0.536 2.122 1.453
H 2.147 4.333 1.623 -0.012 -0.304 -0.042
H -0.272 3.779 1.286 0.181 -0.084 -0.057
C 0.146 -0.449 3.278 -0.122 -0.249 -2.724
C 1.018 -5.603 4.698 -0.048 0.037 -0.108
H -0.621 -2.741 3.717 0.152 -0.056 0.217
H 0.649 2.434 6.711 0.078 -0.255 -0.114
C -0.228 1.011 5.355 -0.192 -0.163 0.459
H 0.237 -6.023 5.345 0.133 -0.002 -0.030
C 1.772 3.335 1.850 0.040 -0.226 0.316
H 2.363 -5.534 6.374 0.142 0.151 -0.085
```
Positions in Å, forces in eV/Å.

These are the Löwdin partial charges, in e, on atoms 1 to 8:
1. H 0.12
2. H 0.12
3. C -0.03
4. C -0.19
5. C -0.14
6. H 0.11
7. H 0.12
8. H 0.10

=====

[4]
Molecular formula: C18H25BrF3NO7P
Method: DFT, ωB97M-V/def2-TZVPD

Results
- Kohn-Sham gap: 7.22 eV
- Charge: +1
- Highest occupied orbital energy: -12.044 eV

```
56
Properties=species:S:1:pos:R:3:forces:R:3
H -2.209 2.400 -1.623 -0.057 0.083 -0.072
H -2.010 -0.781 3.166 -0.061 -0.040 -0.054
H -1.777 3.932 0.436 -0.075 0.007 0.025
H 0.903 1.463 1.966 0.059 -0.119 -0.052
C -1.292 2.982 0.664 0.273 0.057 -0.113
C -3.740 -1.707 0.246 0.268 0.090 -0.341
C -0.027 1.711 2.470 0.001 0.516 -0.105
C -1.151 2.169 -1.757 -0.031 -0.074 0.235
H -4.238 -1.277 -2.365 0.020 0.083 -0.047
H -2.619 0.865 3.433 -0.038 0.049 0.078
H -2.064 2.217 0.756 -0.109 -0.010 0.056
C -1.002 0.705 -1.995 -0.184 0.067 -0.012
H -1.155 3.555 2.729 -0.008 0.025 0.054
N -2.093 -0.073 -2.041 0.118 0.080 0.090
O 1.814 -2.618 -3.713 -0.375 0.016 0.063
H 0.204 1.785 3.533 0.050 -0.138 0.065
C 4.549 1.196 2.851 0.052 -0.054 0.095
O -0.947 0.666 2.211 0.123 -0.236 0.082
F -4.175 -0.459 -0.076 0.009 -0.115 0.028
H 2.593 0.206 0.587 -0.036 0.038 0.032
H 5.570 -0.662 2.971 0.042 0.001 0.024
C 1.670 -1.805 -2.643 0.395 0.290 0.304
H -2.986 0.382 -1.888 -0.088 0.013 0.057
H -1.137 0.303 4.246 0.017 0.034 0.065
C -3.491 -2.023 -2.091 0.137 -0.022 -0.365
C -1.719 0.254 3.326 -0.008 0.073 -0.102
O 3.298 1.078 2.317 -0.034 -0.086 -0.156
H 0.282 3.447 -0.742 0.125 -0.018 0.027
C 0.262 -1.289 -2.389 0.120 0.088 -0.206
C -0.903 -2.080 -2.400 0.056 -0.161 0.063
H 1.116 0.654 -2.121 0.085 -0.029 0.004
H -1.891 -3.264 -4.440 -0.021 -0.022 -0.175
C -2.101 -1.417 -2.193 -0.143 -0.083 0.106
P -0.645 -3.920 -2.738 -0.005 0.014 0.041
C -0.363 2.607 -0.494 -0.345 -0.060 0.021
H 0.256 1.775 -0.160 0.221 0.044 -0.053
O -1.672 -4.087 -3.991 -0.067 -0.029 0.047
H 0.348 3.723 1.819 0.051 0.095 0.220
H 4.866 -1.330 0.703 -0.023 -0.021 0.042
O -3.797 -2.549 -0.816 -0.189 0.034 0.238
Br -1.734 -4.916 -1.096 -0.057 0.116 -0.033
H -3.589 -2.847 -2.792 0.007 -0.172 0.169
C 0.210 0.069 -2.154 0.107 0.135 -0.056
H 1.931 -3.540 -3.440 0.264 -0.015 -0.084
H -0.815 2.701 -2.646 0.068 -0.007 -0.055
H 6.432 0.569 2.031 0.049 -0.016 0.116
O 4.803 2.017 3.675 0.008 0.081 0.016
C 3.244 -0.047 1.423 0.039 -0.039 -0.009
C 5.456 0.144 2.245 -0.154 0.026 -0.274
H 4.942 0.343 0.158 -0.005 -0.006 -0.018
O 2.571 -1.371 -1.987 -0.232 -0.350 -0.129
F -4.483 -2.183 1.205 -0.099 -0.092 0.233
C 4.687 -0.300 1.000 0.069 0.048 0.089
F -2.478 -1.566 0.680 -0.112 0.049 -0.026
C -0.521 3.083 1.980 -0.282 -0.231 -0.232
H 2.814 -0.894 1.964 0.008 -0.012 -0.015
```
Positions in Å, forces in eV/Å.

These are the Löwdin partial charges, in e, on atoms 1 to 8:
1. H 0.12
2. H 0.08
3. H 0.12
4. H 0.09
5. C -0.20
6. C -0.71
7. C -0.22
8. C -0.08

=====

[5]
Molecular formula: C18H25F3N4O6PS2
Method: DFT, ωB97M-V/def2-TZVPD

Results
- Kohn-Sham gap: 6.43 eV
- Charge: +1
- Highest occupied orbital energy: -12.110 eV

```
59
Properties=species:S:1:pos:R:3:forces:R:3
H 6.091 -3.373 6.026 -0.077 -0.093 -0.073
H -3.239 0.536 -5.157 -0.822 -0.024 1.130
O -4.303 1.442 1.231 -1.727 0.348 -1.737
H 0.708 4.111 -1.420 -0.107 -0.981 0.327
C -0.207 2.055 -1.175 1.044 -0.082 -0.028
H -7.449 1.996 -0.181 0.219 0.101 0.781
C 2.857 -0.944 0.229 0.205 0.526 -0.130
F -8.740 -1.000 -2.626 1.353 1.247 0.979
H 3.920 -1.741 1.921 -0.120 0.010 -0.086
P -5.309 2.169 0.133 -0.652 1.435 3.093
H 1.616 2.780 -2.213 -0.687 0.144 1.064
C -3.641 0.869 -4.165 1.325 1.884 0.638
N -1.379 2.351 -0.716 0.496 -1.797 -2.104
H 6.879 -5.145 4.446 -0.030 0.012 -0.108
C 6.105 -3.180 4.950 0.173 0.274 0.079
H 5.547 -0.100 -0.094 -0.069 -0.014 0.018
C -8.106 -0.126 -1.786 -3.480 -0.219 -0.910
F -8.793 -0.202 -0.618 1.702 0.624 -1.554
C -3.060 2.064 -3.580 -2.524 -1.394 1.861
H -4.946 -0.703 -4.003 -0.081 0.250 0.624
N -4.600 0.141 -3.520 0.384 1.113 0.411
C -2.902 3.744 -1.646 0.215 1.327 0.933
C 1.000 3.036 -1.309 -0.503 0.379 -1.044
H 8.262 -2.958 4.832 -0.030 0.051 -0.032
F -8.191 1.114 -2.363 0.462 -1.335 1.187
C -5.103 0.482 -2.274 0.696 2.596 0.157
H 0.471 0.002 -0.781 -0.363 0.305 -1.118
C 5.381 -0.960 0.559 0.041 0.022 -0.103
C 5.991 -4.278 2.736 0.006 -0.377 0.465
O -3.385 4.824 -1.808 -0.193 -0.765 -0.800
O -6.231 -1.946 -2.413 -0.510 2.845 -0.999
C 6.020 -4.515 4.204 -0.098 0.349 -0.446
S -5.465 4.081 0.384 0.360 -0.964 -0.625
H 1.901 -0.912 0.757 -0.014 0.042 -0.106
H 2.891 -1.866 -0.355 0.008 0.094 -0.056
H 7.393 -1.458 5.179 0.034 -0.065 -0.004
C -3.578 2.465 -2.249 0.690 -1.541 -0.430
O -1.713 3.693 -0.962 -1.145 0.252 -0.016
O -5.969 -1.066 -0.259 -0.880 2.385 -1.259
H 5.115 -5.051 4.495 0.057 -0.052 -0.134
H 6.173 -0.956 1.309 -0.039 -0.077 -0.054
C -0.004 0.561 -1.631 -0.439 0.714 1.262
O -6.836 1.547 0.443 1.882 -0.194 -1.826
H 7.384 -2.113 3.547 0.012 -0.083 0.019
H -2.261 2.650 -4.097 -0.897 -0.686 0.559
N 5.968 -4.092 1.603 -0.066 0.053 0.179
C 4.014 -0.899 1.231 0.386 0.026 0.154
H -1.020 0.119 -1.819 1.014 0.379 0.128
S -6.342 -0.712 -1.624 2.667 -5.684 2.357
H 3.952 0.015 1.828 -0.138 -0.053 -0.029
N 2.998 1.120 -1.408 0.474 -0.611 0.189
H 5.225 -2.572 4.722 -0.028 -0.126 0.028
C 2.937 0.219 -0.696 0.040 -0.495 0.203
H 5.483 -1.869 -0.037 0.051 0.033 0.093
H -4.547 1.758 2.129 0.160 -0.089 -0.544
H 1.681 2.950 -0.425 -0.788 -0.115 -0.712
H 0.644 0.549 -2.548 -0.596 -0.049 1.056
C 7.360 -2.385 4.604 0.001 0.062 0.033
C -4.644 1.679 -1.539 0.941 -1.915 -2.940
```
Positions in Å, forces in eV/Å.

These are the Löwdin partial charges, in e, on atoms 1 to 8:
1. H 0.11
2. H 0.16
3. O -0.19
4. H 0.08
5. C -0.28
6. H 0.06
7. C -0.17
8. F 0.13

=====

The evaluated M for the records listed, in turn: 440.5, 815.5, 388.6, 535.3, 545.5 g/mol.